{"formula": "C23H56N3O5", "method": "ωB97M-V with the def2-TZVPD basis set", "homo_ha": -0.4133, "homo_lumo_gap_ev": 7.189, "charge": 1, "species": ["C", "O", "C", "C", "C", "C", "C", "C", "C", "N", "C", "N", "C", "C", "N", "H", "H", "H", "H", "H", "H", "H", "H", "H", "H", "H", "H", "H", "H", "H", "H", "H", "H", "H", "H", "H", "H", "H", "H", "C", "C", "C", "O", "H", "H", "H", "H", "H", "H", "H", "H", "C", "C", "C", "O", "H", "H", "H", "H", "H", "H", "H", "H", "C", "C", "C", "O", "H", "H", "H", "H", "H", "H", "H", "H", "C", "C", "C", "O", "H", "H", "H", "H", "H", "H", "H", "H"], "positions_angstrom": [[0.554, -0.691, -1.091], [0.634, -1.421, -2.370], [1.967, -1.252, -2.969], [2.831, -2.640, -2.621], [4.126, -2.357, -1.637], [4.258, -3.620, -0.590], [2.965, -3.675, 0.446], [3.487, -3.655, 2.017], [2.328, -2.925, 2.944], [2.813, -1.715, 3.710], [3.533, -0.658, 3.210], [4.417, 0.317, 4.017], [5.779, 0.037, 3.349], [5.246, 0.063, 1.763], [3.714, -0.110, 1.810], [1.560, -0.853, -0.494], [0.384, 0.478, -1.231], [-0.385, -1.102, -0.499], [2.511, -0.321, -2.500], [1.952, -1.168, -4.153], [2.093, -3.469, -2.206], [3.280, -3.092, -3.625], [3.897, -1.363, -1.018], [5.076, -2.228, -2.342], [4.379, -4.618, -1.224], [5.218, -3.558, 0.112], [2.410, -4.701, 0.277], [2.184, -2.813, 0.234], [4.545, -3.176, 2.163], [3.605, -4.803, 2.321], [1.339, -2.730, 2.324], [2.022, -3.739, 3.761], [2.549, -1.661, 4.738], [4.043, 1.266, 3.711], [6.679, 0.737, 3.612], [5.942, -1.113, 3.615], [5.673, 1.093, 1.408], [5.747, -0.749, 1.084], [3.290, -0.637, 1.015], [-4.117, 1.534, 1.567], [-3.228, 0.640, 0.718], [-3.216, 1.089, -0.735], [-3.699, -0.703, 0.793], [-5.154, 1.502, 1.216], [-4.125, 1.191, 2.608], [-3.771, 2.572, 1.543], [-2.207, 0.651, 1.115], [-4.222, 1.041, -1.168], [-2.582, 0.429, -1.337], [-2.843, 2.113, -0.828], [-4.605, -0.724, 0.442], [6.204, -6.257, 2.299], [7.233, -5.303, 1.713], [8.498, -5.267, 2.556], [6.676, -3.994, 1.640], [5.907, -5.942, 3.306], [5.294, -6.263, 1.689], [6.597, -7.277, 2.354], [7.481, -5.612, 0.692], [8.282, -4.917, 3.572], [9.225, -4.568, 2.129], [8.960, -6.257, 2.619], [6.454, -3.712, 2.543], [-3.949, 3.617, -3.945], [-5.153, 3.277, -3.081], [-6.400, 4.005, -3.556], [-4.881, 3.639, -1.729], [-3.727, 4.689, -3.903], [-3.056, 3.095, -3.583], [-4.121, 3.336, -4.989], [-5.327, 2.195, -3.101], [-6.265, 5.091, -3.501], [-7.256, 3.760, -2.917], [-6.645, 3.735, -4.588], [-4.725, 4.597, -1.701], [-8.044, 6.970, -0.880], [-9.127, 6.529, -1.852], [-10.487, 6.471, -1.176], [-8.801, 5.241, -2.369], [-7.955, 6.265, -0.046], [-7.068, 6.995, -1.377], [-8.257, 7.965, -0.477], [-9.165, 7.222, -2.699], [-10.486, 5.749, -0.352], [-11.255, 6.141, -1.884], [-10.774, 7.451, -0.781], [-8.765, 4.619, -1.624]], "forces_ev_per_angstrom": [[-0.51, 0.24, 0.21], [1.31, 1.74, 0.84], [1.09, -1.29, -0.12], [0.51, 0.14, -0.72], [-0.82, -0.63, 0.07], [0.59, 0.15, 0.18], [0.56, -0.61, -0.27], [-0.77, -0.45, -0.47], [-0.69, -2.40, -0.02], [1.27, 2.65, -0.57], [0.44, 1.60, -1.53], [-1.33, -1.11, -0.67], [-2.04, -2.16, -1.29], [2.65, 0.77, -0.38], [0.97, -3.02, 3.44], [-1.99, 0.29, -0.92], [0.49, -2.41, 0.09], [2.09, 0.71, -1.23], [-1.03, -1.70, -1.06], [-0.53, 0.07, 2.65], [1.49, 1.94, -0.66], [-1.06, 0.99, 2.07], [0.75, -1.95, -1.32], [-1.93, -0.15, 1.89], [-0.47, 2.10, 1.39], [-1.98, 0.01, -1.83], [0.90, 2.18, 0.40], [1.68, -1.67, 0.40], [-2.23, -0.64, -0.44], [-0.30, 2.72, -0.34], [2.20, -0.02, 1.25], [0.61, 2.17, -1.57], [0.89, -0.01, -1.72], [0.78, -1.43, 0.52], [-2.14, -1.34, -0.43], [0.31, 2.63, -0.37], [-1.70, -1.72, 0.11], [-1.10, 1.38, 1.38], [0.59, 0.28, 0.86], [0.07, 0.12, 0.36], [-0.72, 0.23, -0.39], [0.38, -0.02, -0.20], [0.03, -0.33, 0.09], [0.16, 0.07, -0.13], [0.08, 0.05, -0.13], [-0.11, -0.09, -0.02], [-0.10, -0.22, 0.02], [0.08, 0.16, 0.18], [0.00, 0.04, 0.11], [-0.18, -0.12, -0.05], [0.41, 0.06, 0.14], [-0.21, -0.18, -0.20], [0.15, -0.36, 0.68], [0.32, 0.06, -0.16], [-0.11, 0.57, 0.04], [0.17, -0.03, 0.02], [0.17, -0.08, -0.02], [-0.09, 0.14, 0.03], [-0.13, 0.27, 0.08], [-0.09, -0.14, -0.04], [-0.10, -0.17, -0.01], [-0.05, 0.15, 0.03], [0.32, -0.30, -0.28], [0.29, -0.26, -0.07], [0.00, 0.72, -0.41], [-0.18, -0.38, 0.07], [0.09, 0.09, 0.41], [-0.17, -0.04, -0.05], [-0.13, -0.01, -0.07], [0.05, 0.07, 0.11], [0.07, 0.11, 0.22], [0.04, -0.13, -0.05], [0.35, 0.00, -0.32], [0.00, 0.07, 0.10], [-0.14, -0.41, -0.09], [0.28, 0.21, -0.05], [-0.11, -0.25, 0.64], [-0.32, 0.12, -0.15], [-0.15, -0.02, -0.05], [-0.15, 0.06, -0.03], [-0.15, 0.06, 0.01], [0.05, -0.12, -0.01], [0.06, -0.27, -0.02], [0.12, 0.12, 0.01], [0.14, 0.12, 0.06], [0.00, -0.13, 0.00], [-0.07, 0.33, -0.24]]}